No. 1
C18H19F9LuO6 | wB97M-V/def2-TZVPD

Summary:
**Calculated total energy**: -89336.89499 eV
**M**: 677.29 Da
**HOMO-LUMO gap**: 9.962 eV
**Highest occupied orbital energy**: -12.742 eV
**Charge**: +1
**Energy above the lowest of the compared OMol25 structures with the same formula, charge and spin**: 20.6 kJ/mol
**Lowest unoccupied orbital energy**: -2.780 eV

CARTESIAN COORDINATES (ANGSTROEM)
Lu 0.72795 -0.06811 -0.19735
F 0.68264 2.01268 3.86012
F 2.51559 4.21174 0.77333
F 2.18585 2.52004 -0.56976
F 1.68704 3.88056 3.35066
F -0.83788 1.81344 0.87978
F -0.67603 3.53143 2.16378
F 3.67711 2.40066 0.98874
F 2.81177 2.03317 3.49748
F -0.00036 3.66778 0.13917
O 0.58299 -1.36022 -3.44915
O 2.05354 -1.70974 -0.71724
O 1.37937 0.90931 1.42992
O 2.25972 0.15616 -1.81643
O -0.26942 0.91142 -1.89226
O 0.56440 2.20130 -3.49558
C 1.38299 2.26876 1.62493
C -3.32806 0.71511 -0.21140
C 1.65167 2.56487 3.11784
C 2.47650 2.88469 0.70868
C 0.41531 -0.08951 -4.02004
C 1.14250 -4.30743 0.58718
C -0.64532 -2.85980 -0.46441
C -3.01827 -0.25500 0.95049
C -1.74257 -1.07443 0.77285
C 0.22504 1.03621 -3.01823
C -1.56953 -1.82859 -0.39797
C 1.92964 -1.76391 -3.15116
C -0.82392 -1.28571 1.79483
C 0.13740 -2.29631 1.70697
C 0.19147 -3.14965 0.61308
C 2.21372 -1.10709 -1.82523
C -3.15732 0.39627 2.32341
C -0.04108 2.87231 1.21055
H -0.87964 -0.69716 2.70052
H 1.91579 -2.84621 -3.08059
H -2.24650 -1.66640 -1.22868
H 0.37821 2.87474 -2.81583
H 0.82199 -5.07744 1.29145
H 1.23356 0.18988 -4.68484
H -0.59420 -3.46277 -1.36255
H -4.16231 0.36181 -0.81753
H 2.62800 -1.43029 -3.91900
H 1.19565 -4.76063 -0.40185
H -3.08546 -0.32935 3.13521
H 0.81237 -2.44986 2.54054
H -4.14150 0.85951 2.40031
H -3.78939 -1.03104 0.91781
H -2.41795 1.17805 2.50237
H -0.51024 -0.10855 -4.60269
H -3.60587 1.69841 0.16986
H 2.14848 -3.99934 0.87249
H -2.48543 0.86423 -0.88456

Results of the Löwdin charge analysis, in e, for atoms 1 through 2:
1. Lu 1.858
2. F 0.177

=====

No. 2
C18H19FN2O3S | wB97M-V/def2-TZVPD

Summary:
**Calculated total energy**: -41646.08795 eV
**M**: 362.43 Da
**HOMO-LUMO gap**: 8.647 eV
**Highest occupied orbital energy**: -8.201 eV
**Energy above the lowest of the compared OMol25 structures with the same formula, charge and spin**: 412.5 kJ/mol
**Lowest unoccupied orbital energy**: 0.446 eV
**SMILES**: CC(=O)C[C@H]1c2cc(F)ccc2S(=O)(=O)N1c1ccc(N(C)C)cc1

CARTESIAN COORDINATES (ANGSTROEM)
S -1.35514 -1.49185 2.06530
F -1.50690 -6.41746 -1.22876
O 2.25687 -3.20090 -2.12183
O -2.65841 -0.83436 2.15557
O -0.54519 -1.60481 3.27025
N -0.36915 -0.79072 0.74523
N 0.36653 4.68020 0.07533
C 0.78745 2.66716 1.45553
C -0.69914 -4.29657 -0.69765
C -0.81196 -3.10766 0.03604
C 0.09424 3.35060 0.40474
C -0.55532 5.67319 0.64167
C -0.00028 -1.80952 -0.26997
C -2.50204 -4.11985 1.39866
C -1.55635 -5.29667 -0.47827
C -1.61423 -3.08398 1.22794
C -0.31835 0.54451 0.62694
C 2.52943 -0.81342 -2.38816
C 1.51938 -1.96464 -0.24069
C 1.44467 4.82024 -0.94101
C -2.47574 -5.26093 0.64099
C -0.80880 2.69575 -0.42515
C 0.51681 1.24865 1.60045
C -1.03537 1.32705 -0.32544
C 2.07770 -2.08778 -1.63613
H 2.29645 4.46498 -0.45976
H 1.07746 0.82685 2.37809
H -0.08773 -4.30833 -1.62031
H 2.02427 -1.00428 0.12388
H 2.82231 -1.06893 -3.41141
H 1.70955 -2.77153 0.50545
H -1.17765 3.30199 -1.19673
H 0.07627 6.35305 1.31801
H -1.79835 0.79721 -0.91737
H -3.12091 -3.99097 2.30813
H 1.48159 5.87064 -1.23446
H 1.44922 3.21090 2.10534
H -1.11608 6.22613 -0.02585
H -1.27493 5.12410 1.26320
H 3.40395 -0.42105 -1.90942
H 1.79461 -0.05374 -2.45779
H -3.22677 -5.99759 0.77269
H 1.31668 4.14060 -1.86285
H -0.43068 -1.52624 -1.27040

Results of the Löwdin charge analysis, in e, for atoms 1 through 2:
1. S 0.794
2. F 0.074

=====

No. 3
C18H19N2 | wB97M-V/def2-TZVPD

Summary:
**Calculated total energy**: -21948.95930 eV
**M**: 263.36 Da
**HOMO-LUMO gap**: 9.390 eV
**Highest occupied orbital energy**: -11.879 eV
**Charge**: +1
**Energy above the lowest of the compared OMol25 structures with the same formula, charge and spin**: 0.0 kJ/mol
**Lowest unoccupied orbital energy**: -2.489 eV
**SMILES**: Cc1ccc([C@@H](c2ccccc2)n2cc[nH+]c2C)cc1

CARTESIAN COORDINATES (ANGSTROEM)
N 0.51929 1.99110 1.31866
N 0.41338 3.54465 -0.16510
C -0.32492 4.22810 2.10953
C -3.37565 0.74757 2.80434
C -2.41131 -1.40949 2.38113
C 1.64837 -0.91011 3.19226
C 2.85578 -1.61833 3.18720
C 4.05136 -0.96566 2.87990
C 4.04060 0.40325 2.57736
C -4.78360 -1.28702 3.24077
C -0.98059 0.53663 2.48290
C 0.35971 1.24144 2.54510
C -2.11586 1.32606 2.67568
C 0.94006 1.43172 0.11426
C 1.62189 0.41854 2.74474
C -1.16390 -0.81582 2.17279
C 0.18803 3.26775 1.11876
C 0.87784 2.40209 -0.81695
C -3.50447 -0.64565 2.79428
C 2.82648 1.08980 2.53242
H 4.96409 0.94703 2.37701
H 0.27206 4.46266 -0.57063
H 0.32394 1.95082 3.38165
H 2.81954 2.16298 2.32776
H -2.01125 2.40940 2.76910
H -0.36295 3.76634 3.10252
H 4.99673 -1.51315 2.88941
H 1.27266 0.41230 0.04529
H 2.85069 -2.68112 3.44124
H 0.33513 5.10801 2.14837
H -4.24924 1.38356 2.95405
H -1.32954 4.56679 1.80767
H 0.73391 -1.40003 3.53197
H -5.05953 -0.92501 4.23767
H 1.12441 2.38776 -1.86032
H -2.52145 -2.48711 2.25262
H -5.62524 -1.06110 2.57648
H -4.66414 -2.37267 3.30499
H -0.33366 -1.41649 1.80474

Results of the Löwdin charge analysis, in e, for atoms 1 through 2:
1. N 0.025
2. N 0.155

=====

No. 4
C18H19N3O2 | wB97M-V/def2-TZVPD

Summary:
**Calculated total energy**: -27541.48443 eV
**M**: 309.37 Da
**HOMO-LUMO gap**: 8.387 eV
**Highest occupied orbital energy**: -7.704 eV
**Energy above the lowest of the compared OMol25 structures with the same formula, charge and spin**: 1.3 kJ/mol
**Lowest unoccupied orbital energy**: 0.683 eV
**SMILES**: C[C@H](NC(=O)C[C@H]1Nc2ccccc2NC1=O)c1ccccc1

CARTESIAN COORDINATES (ANGSTROEM)
O 0.88883 3.67695 -1.88593
O -1.23473 -0.64023 0.10138
N -1.94132 2.08893 -0.38581
N -0.41267 4.34188 -0.17869
N 0.69985 -1.12917 -0.94801
C 1.01122 -4.34222 0.45826
C -2.17008 2.94132 0.67325
C 1.93659 -5.15258 1.09275
C -0.62875 2.05244 -0.97744
C -3.18201 2.71833 1.60172
C 0.34777 1.13603 -0.18789
C 2.77167 -3.30129 -0.78235
C 0.01334 3.43495 -1.08035
C -2.69122 4.80848 2.68134
C 1.41796 -3.41065 -0.48699
C -1.41959 4.12180 0.76769
C 3.28258 -5.03686 0.79209
C -0.14047 -0.29589 -0.30858
C 0.34530 -2.82225 -2.68098
C 3.69813 -4.10792 -0.14650
C -1.67964 5.04536 1.76491
C -3.43882 3.64589 2.59476
C 0.40166 -2.53203 -1.17983
H 0.32535 1.43270 0.86345
H 1.35834 1.25703 -0.57694
H 3.11178 -2.58428 -1.51659
H 1.60582 -5.87403 1.82512
H -0.58677 -2.69717 -0.73867
H 4.74722 -4.01181 -0.38529
H 1.30631 -2.62177 -3.14913
H -2.89231 5.53038 3.45730
H -2.33137 1.15920 -0.26504
H 1.59245 -0.79079 -1.27001
H -1.08972 5.94907 1.81862
H -4.22643 3.45743 3.30841
H -0.03802 -4.43105 0.69934
H -3.76054 1.80955 1.53339
H -0.41136 -2.20083 -3.15372
H 0.03233 5.25088 -0.19457
H 4.00598 -5.66722 1.28738
H -0.71859 1.65839 -1.99840
H 0.09395 -3.86691 -2.84348

Results of the Löwdin charge analysis, in e, for atoms 1 through 2:
1. O 0.071
2. O 0.052

=====

No. 5
C18H19N3O3 | wB97M-V/def2-TZVPD

Summary:
**Calculated total energy**: -29587.77220 eV
**M**: 325.37 Da
**HOMO-LUMO gap**: 8.003 eV
**Highest occupied orbital energy**: -8.094 eV
**Energy above the lowest of the compared OMol25 structures with the same formula, charge and spin**: 84.2 kJ/mol
**Lowest unoccupied orbital energy**: -0.091 eV
**SMILES**: CC(=O)N1CCC(=NNC(=O)c2cc3ccccc3cc2O)CC1

CARTESIAN COORDINATES (ANGSTROEM)
O 3.57598 3.15510 0.61004
O -5.57014 -2.20250 0.26274
O 1.17958 2.96304 -0.37389
N 0.20621 0.92124 -0.34530
N -1.02513 1.43775 -0.52078
N -4.48877 -0.26098 0.58669
C 4.26741 -2.24008 -0.57085
C -2.08102 0.73966 -0.51773
C -2.24377 -0.73834 -0.27765
C 6.36434 -0.75206 0.50648
C 1.29413 1.74734 -0.31011
C 2.60117 1.07091 -0.14349
C 5.48266 -2.82145 -0.35051
C 2.81053 -0.25664 -0.45376
C -6.83052 -0.21000 -0.12591
C 4.91226 1.23836 0.57502
C 3.69600 1.84785 0.34902
C -5.58580 -0.98745 0.24369
C 5.12055 -0.11812 0.29117
C -4.32217 1.16451 0.45046
C -3.24947 -0.94930 0.86679
C 4.05166 -0.88060 -0.25418
C 6.53877 -2.06978 0.19421
C -3.37491 1.46913 -0.72228
H 7.17461 -0.17125 0.92201
H -2.83031 -0.56258 1.80240
H -3.83906 1.12877 -1.65141
H 0.33574 -0.07678 -0.19685
H 5.64267 -3.86162 -0.59251
H 3.45130 -2.81264 -0.98906
H -3.18006 2.53780 -0.79258
H 5.72061 1.83924 0.96185
H 2.02399 -0.85291 -0.89708
H -1.30538 -1.23308 -0.02126
H -7.13759 0.43972 0.69031
H -7.62307 -0.92661 -0.32351
H -6.66566 0.38706 -1.02004
H -5.28009 1.65592 0.29701
H 7.49298 -2.54740 0.36160
H 2.68670 3.45225 0.30342
H -3.47659 -2.01050 0.98306
H -3.87985 1.55305 1.37525
H -2.64048 -1.20604 -1.18249

Results of the Löwdin charge analysis, in e, for atoms 1 through 2:
1. O 0.076
2. O 0.050